# 1
Below is C31H44BrMnN3P2 as an isolated structure in a non-equilibrium geometry, with properties calculated with ωB97M-V/def2-TZVPD.

Values from the calculation:
**Molar mass**: 655.504 g/mol
**Multiplicity**: 6
**Energy relative to the best compared isomer or geometry (same formula, charge and spin)**: 32.5 kcal per mole
**Total charge**: +2
**Max |F|**: 3.5 eV Å⁻¹
**HOMO energy (alpha / beta)**: -11.78 / -11.78 eV

Geometry (Å):
N -6.4891 4.8125 -4.3229
C -6.2703 5.2128 -3.0736
C -5.4680 4.4863 -2.1913
C -4.7741 3.3273 -2.6453
C -5.0207 2.9496 -3.9921
C -5.8619 3.7372 -4.7965
C -3.8435 2.5861 -1.7561
Mn -1.3157 0.1636 0.3514
P 4.7954 -0.6807 0.5293
C -2.9939 1.5794 -2.1296
C -1.7104 1.4195 -1.4962
C -0.6233 1.0641 -2.3261
C 0.6799 1.4605 -1.9789
C 0.8448 2.3908 -0.9321
C -0.1224 2.5276 0.0693
C -1.4662 2.1140 -0.2195
Br 2.4907 3.2268 -0.7184
H -3.7666 3.0150 -0.7344
H -3.1888 0.9958 -3.0292
H -5.3691 4.9005 -1.1964
H -4.5234 2.0779 -4.4079
H -6.7938 6.1263 -2.7767
H -6.0558 3.4760 -5.8304
H -0.8213 0.5490 -3.2752
H -2.2348 2.5912 0.3455
H 1.5473 1.2328 -2.6146
H 0.0497 3.0426 0.9955
P -0.7430 -2.2849 -0.0882
C 5.3050 1.0935 0.7078
C 6.6790 1.4085 0.0955
H 5.3471 1.2854 1.7923
H 4.5145 1.7128 0.2655
H 6.8822 2.4822 0.1742
H 7.4735 0.8797 0.6288
H 6.7278 1.1376 -0.9649
C 4.0374 -0.8050 -1.1251
C 4.7422 -1.8514 -2.0004
H 4.0889 0.1876 -1.5902
H 2.9769 -1.0527 -0.9724
H 4.2751 -1.8935 -2.9866
H 5.7984 -1.6061 -2.1437
H 4.6902 -2.8591 -1.5685
C 3.6397 -1.0164 1.8720
C 4.3442 -1.6647 3.0738
H 2.8206 -1.6409 1.4937
H 3.2157 -0.0516 2.1645
H 3.6715 -2.3263 3.6277
H 5.2152 -2.2403 2.7620
H 4.6809 -0.8902 3.7658
C -0.6110 -3.6918 1.1126
C -1.7217 -4.7375 1.0037
H -0.6076 -3.2441 2.1180
H 0.3717 -4.1835 1.0051
H -2.6664 -4.3614 1.4032
H -1.9035 -5.0429 -0.0309
H -1.4690 -5.6416 1.5682
C 0.3446 -2.8384 -1.4455
C -0.1487 -2.4893 -2.8433
H 0.5433 -3.9148 -1.3600
H 1.2896 -2.3156 -1.2548
H -1.1840 -2.7978 -3.0164
H -0.0906 -1.4099 -3.0330
H 0.4676 -2.9861 -3.6034
C -2.4660 -2.2163 -0.7097
C -3.4078 -1.7186 0.4170
H -2.7483 -3.2266 -1.0495
H -2.5310 -1.5330 -1.5739
H -4.3510 -1.3583 -0.0033
H -3.6594 -2.5469 1.0844
H -3.0118 -0.8986 1.0487
N -0.7289 1.1622 7.8522
C -0.5239 0.9440 6.7269
C -0.3057 0.5940 5.3443
C -1.0142 -0.4559 4.7613
C -0.8616 -0.6972 3.3948
N -0.1688 0.1351 2.5735
C 0.6880 1.0032 3.1839
C 0.6760 1.2365 4.5575
H -1.6916 -1.0652 5.3753
H -1.3820 -1.5723 2.9798
H 1.3887 1.5738 2.5670
H 1.4074 1.9056 5.0147

Cartesian forces (eV/Å) of the 3 atoms listed first:
0.1386 0.2817 -0.4117
-0.0208 -0.7017 -0.1525
0.5447 -0.2115 -0.3103



# 2
Below is a 2-piece molecular cluster, C21H26N2O4 overall in a non-equilibrium geometry, with properties calculated with ωB97M-V/def2-TZVPD.

Values from the calculation:
**Molar mass**: 370.449 g/mol
**Energy relative to the best compared isomer or geometry (same formula, charge and spin)**: 60.2 kcal per mole
**Total charge**: 0
**Max |F|**: 3.0 eV Å⁻¹
**HOMO energy**: -8.64 eV
**SMILES**: C=CCc1ccc(Oc2ccccc2)c(O)c1.CNC(=O)[C@H](C)NC(C)=O

Geometry (Å):
O 0.5597 -3.8849 2.9041
O -1.3332 -3.4378 -1.1757
O 0.5758 2.4263 1.3102
O 0.7218 4.5527 -0.5502
C 0.3685 -2.6773 2.8729
C -0.8652 -3.4868 -0.0408
C 0.6419 1.3521 -5.4293
C 1.6641 0.7576 -4.7277
C -3.4967 3.2352 1.9019
C -3.0886 2.7043 0.6758
C -2.5526 3.4905 2.8995
C -1.7357 2.4294 0.4481
C -1.2007 3.2118 2.6673
C 1.5520 0.9807 -0.3238
C 2.0541 0.7534 -1.6097
C 1.6632 3.0711 -2.1610
C -0.7713 2.6837 1.4443
C 1.0758 2.2433 0.0432
C 1.1499 3.2980 -0.8848
C 2.1137 1.7994 -2.5404
N -1.3008 -4.3734 0.8608
N 0.2162 -1.9729 1.7499
C 0.2859 -1.8990 4.1644
C 2.6513 1.5641 -3.9289
C -2.3667 -5.3440 0.6245
C 1.6375 -2.9510 -0.0039
C 0.2257 -2.4639 0.3576
H 0.3464 4.5226 0.3468
H 0.5084 2.4300 -5.4309
H -0.0664 0.7571 -5.9980
H 1.7581 -0.3249 -4.7435
H -4.5472 3.4488 2.0782
H -3.8213 2.5047 -0.1014
H -2.8695 3.9027 3.8536
H -1.4489 2.0122 -0.5125
H -0.4697 3.4069 3.4456
H 1.5291 0.1764 0.4011
H 2.4023 -0.2370 -1.8884
H 1.7031 3.9000 -2.8600
H -0.8107 -4.4013 1.7490
H 0.0443 -0.9880 1.8703
H 0.4886 -2.5716 4.9972
H -0.7128 -1.4805 4.2696
H 1.0246 -1.1000 4.1571
H 3.6070 1.0337 -3.8757
H 2.8365 2.5220 -4.4258
H -2.0651 -6.0341 -0.1658
H -3.2736 -4.8244 0.3080
H -2.5702 -5.9054 1.5376
H 1.8798 -3.8506 0.5641
H 2.3727 -2.1775 0.2190
H 1.6802 -3.1868 -1.0683
H 0.0290 -1.5977 -0.2753

Cartesian forces (eV/Å) of the 3 atoms listed first:
0.0168 -0.3852 -0.2634
0.4159 0.1395 0.2264
-0.1132 0.3367 0.3292



# 3
Below is an isolated ion of composition C27H27N2O and charge +1 in a non-equilibrium geometry, with properties calculated with ωB97M-V/def2-TZVPD.

Values from the calculation:
**Molar mass**: 395.526 g/mol
**Energy relative to the best compared isomer or geometry (same formula, charge and spin)**: 45.5 kcal per mole
**Total charge**: +1
**Max |F|**: 2.6 eV Å⁻¹
**HOMO energy**: -11.72 eV
**SMILES**: CO[C@@H](c1ccccc1)[C@@H](C(c1ccccc1)=[N+]1CCCC1)c1ccc(C#N)cc1

Geometry (Å):
C -3.2370 -1.5481 -1.4782
O -1.9591 -1.4768 -0.8369
C -1.4837 -0.1857 -0.4926
C -1.1975 -0.1785 1.0101
C -1.4966 0.9563 1.7766
C -0.9776 1.0651 3.0669
C -0.2537 -0.0003 3.6147
C -0.1089 -1.1954 2.9015
C -0.6042 -1.2968 1.5971
H -3.3481 -2.5975 -1.7649
H -4.0436 -1.2508 -0.7899
H -3.2875 -0.9065 -2.3744
H -2.2749 0.5747 -0.6371
H -2.0781 1.7676 1.3307
H -1.1153 1.9935 3.6362
H 0.2203 0.1137 4.5961
H 0.4112 -2.0521 3.3417
H -0.5394 -2.2239 1.0216
N 1.0532 5.9576 1.8823
C 1.0248 4.9765 1.2459
C 0.9891 3.7739 0.4571
C 0.5803 3.8215 -0.8775
C 0.3787 2.6361 -1.5812
C 0.4275 1.4196 -0.8861
C -0.2660 0.1510 -1.3352
C -0.6939 0.1331 -2.7947
N -0.2642 -0.8875 -3.5324
C 0.9922 -1.6103 -3.2378
C 1.1902 -2.5693 -4.4102
C -0.1770 -2.7050 -5.0885
C -1.0289 -1.5214 -4.6188
C -1.6041 1.1293 -3.3320
C -2.4222 1.9692 -2.5220
C -3.5119 2.6392 -3.0767
C -3.6816 2.6674 -4.4652
C -2.7263 2.0648 -5.2963
C -1.6708 1.3551 -4.7378
C 1.1628 1.3837 0.3118
C 1.4077 2.5557 1.0058
H 0.3850 4.7814 -1.3605
H 0.1053 2.6808 -2.6367
H 0.4573 -0.6560 -1.1609
H 1.8245 -0.8986 -3.1219
H 0.9086 -2.1893 -2.3040
H 1.9343 -2.1515 -5.0958
H 1.5591 -3.5299 -4.0482
H -0.0963 -2.6947 -6.1769
H -0.6610 -3.6388 -4.7862
H -2.0339 -1.8289 -4.2802
H -1.1729 -0.8359 -5.4595
H -2.1702 2.1335 -1.4713
H -4.2112 3.1553 -2.4111
H -4.5350 3.1899 -4.8967
H -2.7902 2.1570 -6.3811
H -0.8640 0.9869 -5.3760
H 1.4598 0.4269 0.7455
H 1.8599 2.5363 1.9992

Cartesian forces (eV/Å) of the 3 atoms listed first:
0.2365 0.1165 0.1782
0.0404 0.0035 -0.7231
-2.0065 -0.0765 1.7209



# 4
Below is C38H34N7OSbSe4Ti as an isolated structure, with properties calculated with ωB97M-V/def2-TZVPD.

Values from the calculation:
**Molar mass**: 1090.205 g/mol
**Energy relative to the best compared isomer or geometry (same formula, charge and spin)**: 11.2 kcal per mole
**Total charge**: 0
**Max |F|**: 0.9 eV Å⁻¹
**HOMO energy (alpha / beta)**: -6.65 / -6.65 eV

Geometry (Å):
Ti 0.5989 1.9190 -0.0243
N 1.4332 1.6929 2.0502
C 1.6380 2.9086 2.7973
C 2.1531 2.9326 4.0605
C 2.3053 4.1608 4.7397
C 1.9268 5.3308 4.1463
C 1.3940 5.3292 2.8365
C 1.0004 6.5004 2.1470
C 0.5217 6.3972 0.8763
C 0.4315 5.1277 0.2722
N 0.8009 4.0241 0.8765
C 1.2600 4.1057 2.1575
H 0.5557 1.2673 2.3690
H 2.1905 1.0367 2.2034
H 2.4340 2.0061 4.5469
H 2.7118 4.1657 5.7416
H 2.0301 6.2726 4.6703
H 1.0861 7.4632 2.6350
H 0.2062 7.2676 0.3193
H 0.0627 5.0204 -0.7391
C -6.2898 -9.7384 0.1458
O -4.8996 -9.6135 0.3875
C -4.3247 -8.4117 0.1390
C -2.9584 -8.3217 0.4146
C -2.2850 -7.1425 0.1981
C -2.9528 -6.0216 -0.3041
C -4.3105 -6.1209 -0.5728
C -5.0031 -7.3051 -0.3560
C -2.2081 -4.7762 -0.5078
N -0.9867 -4.5474 -0.0796
C -0.7242 -3.2524 -0.4480
C -1.7833 -2.7086 -1.1277
N -2.7256 -3.6967 -1.1740
C -1.7961 -1.3791 -1.6335
C -2.7963 -0.8322 -2.4522
C -2.7074 0.4855 -2.8065
C -1.6538 1.2550 -2.2999
N -0.6663 0.7527 -1.5830
C -0.7241 -0.5641 -1.2674
C 0.3600 -1.0858 -0.4755
N 1.3192 -0.2089 -0.0862
C 2.4017 -0.6953 0.5121
C 2.5657 -2.0407 0.8227
C 1.5465 -2.9210 0.5361
C 0.4123 -2.4493 -0.1263
H -6.5517 -10.7572 0.4153
H -6.5252 -9.5713 -0.9083
H -6.8628 -9.0413 0.7619
H -2.4514 -9.1952 0.8022
H -1.2285 -7.0626 0.4152
H -4.8664 -5.2660 -0.9384
H -6.0612 -7.3447 -0.5672
H -3.6897 -3.5603 -1.4307
H -3.6377 -1.4321 -2.7685
H -3.4750 0.9661 -3.3908
H -1.6742 2.3262 -2.4380
H 3.1620 0.0347 0.7469
H 3.4752 -2.3690 1.3058
H 1.6013 -3.9678 0.8050
C 4.5978 1.3879 -0.9912
N 3.9392 2.1155 0.0893
C 4.7910 2.1147 1.2705
C 3.6687 3.5007 -0.3049
C 2.8325 3.5999 -1.5573
C 3.4120 4.2882 -2.6187
C 2.7739 4.4076 -3.8437
C 1.5501 3.7923 -4.0120
C 0.9788 3.0912 -2.9542
C 1.5661 2.9780 -1.6896
H 4.8384 0.3754 -0.6638
H 5.5363 1.8784 -1.2919
H 3.9415 1.3271 -1.8570
H 4.9446 1.0927 1.6287
H 4.3295 2.7003 2.0672
H 5.7828 2.5453 1.0649
H 4.6181 4.0355 -0.4708
H 3.1861 3.9857 0.5423
H 4.3895 4.7382 -2.4825
H 3.2389 4.9565 -4.6526
H 1.0337 3.8443 -4.9627
H 0.0370 2.6130 -3.1596
Se -4.5802 -1.0575 0.5387
Sb -4.7023 1.3303 0.6371
Se -4.9637 2.6027 -1.3605
Se -5.0185 2.3420 2.7531
Se -1.4873 2.0656 0.9334

Cartesian forces (eV/Å) of the 3 atoms listed first:
-0.6028 0.1652 0.2840
-0.1360 -0.0069 0.0814
0.0022 -0.0609 -0.0420



# 5
Below is CCl4FOP as an isolated structure in a non-equilibrium geometry, with properties calculated with ωB97M-V/def2-TZVPD.

Values from the calculation:
**Molar mass**: 219.794 g/mol
**Energy relative to the best compared isomer or geometry (same formula, charge and spin)**: 17.6 kcal per mole
**Total charge**: 0
**Max |F|**: 2.9 eV Å⁻¹
**HOMO energy**: -11.29 eV

Geometry (Å):
C 0.7625 0.0788 0.3526
O -1.0013 -0.5117 -1.7813
F 0.7249 -0.4429 1.5838
P -0.9976 -0.1683 -0.3728
Cl -2.5229 1.2071 -0.0725
Cl 1.4734 1.7009 0.2885
Cl -1.3619 -1.7096 0.6847
Cl 1.6740 -1.0192 -0.6839

Cartesian forces (eV/Å) of the 3 atoms listed first:
-0.2853 0.3198 -0.7922
0.2347 0.4698 -0.8005
0.7928 0.8601 0.6061



# 6
Below is a 5-piece molecular cluster, C17H48O18P4Si overall in a non-equilibrium geometry, with properties calculated with ωB97M-V/def2-TZVPD.

Values from the calculation:
**Molar mass**: 692.535 g/mol
**Total charge**: 0
**Max |F|**: 5.0 eV Å⁻¹
**HOMO energy**: -10.16 eV
**SMILES**: CCC(=O)OCC[SiH3].COP(=O)(OC)OC.COP(=O)(OC)OC.COP(=O)(OC)OC.COP(=O)(OC)OC

Geometry (Å):
C -1.9270 -3.3988 4.1040
C -0.5569 -3.4984 3.4333
C 0.4224 -4.3001 4.2491
O 0.1022 -5.0646 5.1307
O 1.7098 -4.1015 3.8629
C 2.6896 -4.2282 4.9034
C 3.0740 -5.6676 5.2214
Si 3.4201 -6.6857 3.6696
H -2.4352 -2.5470 3.6584
H -2.5180 -4.2980 3.9503
H -1.8063 -3.2356 5.1716
H -0.1865 -2.4838 3.3158
H -0.6386 -3.9465 2.4439
H 3.5765 -3.7273 4.5198
H 2.3906 -3.6793 5.7961
H 2.3041 -6.1503 5.8178
H 3.9982 -5.6283 5.8006
H 4.5705 -7.5723 3.9628
H 3.8196 -5.8244 2.5349
H 2.2440 -7.5184 3.3454
C 1.5478 1.6695 -1.0797
O 0.3353 1.1094 -0.5294
P 0.2111 0.6376 0.9929
O -0.5625 -0.6001 1.1009
O -0.6324 1.9062 1.5191
C -0.2201 3.2379 1.2186
O 1.2203 0.6741 2.2312
C 2.0487 -0.4844 2.4211
H 1.7684 1.1582 -2.0145
H 1.3888 2.7257 -1.2748
H 2.4013 1.5547 -0.4113
H -0.7852 3.6186 0.3663
H 0.8484 3.3008 0.9996
H -0.4288 3.8557 2.0888
H 2.4949 -0.8459 1.4952
H 1.4569 -1.2808 2.8626
H 2.8464 -0.2123 3.1082
C 2.6043 2.0621 -5.9026
O 3.4387 2.4293 -4.7810
P 5.0358 2.3501 -4.9118
O 5.6195 1.8764 -3.6611
O 5.3661 3.9101 -5.1104
C 4.6368 4.7086 -6.0364
O 5.7931 1.8373 -6.2025
C 6.0324 0.4159 -6.3329
H 1.8365 1.3773 -5.5481
H 2.1292 2.9560 -6.3061
H 3.1699 1.5720 -6.6959
H 3.8612 5.2702 -5.5130
H 4.1777 4.1124 -6.8278
H 5.3312 5.4095 -6.4935
H 5.1717 -0.1713 -6.0157
H 6.8989 0.1473 -5.7342
H 6.2327 0.2195 -7.3821
C -5.6042 -2.2883 4.9357
O -6.8051 -2.7759 5.5689
P -7.6010 -4.0403 5.0143
O -9.0427 -3.8381 5.1162
O -7.1087 -5.1519 6.0644
C -5.7327 -5.2703 6.4068
O -7.1734 -4.8362 3.7088
C -7.6628 -4.3588 2.4373
H -5.7035 -1.2153 4.7891
H -4.7517 -2.4837 5.5840
H -5.4308 -2.7624 3.9686
H -5.5420 -4.7509 7.3471
H -5.0747 -4.8666 5.6346
H -5.5073 -6.3271 6.5318
H -7.6322 -3.2717 2.3721
H -8.6846 -4.7034 2.2979
H -7.0227 -4.7805 1.6672
C -1.4064 4.9536 -6.1367
O -1.7788 5.4460 -4.8363
P -0.7046 5.8430 -3.7259
O -1.1501 5.4265 -2.3997
O -0.7506 7.4412 -3.8652
C -0.7108 8.0652 -5.1422
O 0.8644 5.6945 -3.9212
C 1.4458 4.4129 -3.5923
H -1.9785 4.0498 -6.3346
H -1.6493 5.7028 -6.8883
H -0.3429 4.7165 -6.2002
H -1.7228 8.3248 -5.4563
H -0.2512 7.4292 -5.9020
H -0.1215 8.9751 -5.0532
H 0.8181 3.5915 -3.9398
H 1.5747 4.3503 -2.5161
H 2.4166 4.3467 -4.0659

Cartesian forces (eV/Å) of the 3 atoms listed first:
0.2337 -0.0896 -0.2834
-0.2314 0.0728 0.3939
-0.3632 -0.6797 0.0681



Question: What is the formula in the fifth record?
Answer: CCl4FOP